This record from the OMol25 dataset describes a molecular structure, C13H19N5O4S in a non-equilibrium geometry. The level of theory is ωB97M-V/def2-TZVPD.

HOMO: -0.34237 Eh
energy above the lowest of the compared OMol25 structures with the same formula, charge and spin: 14.7 kcal per mole
net charge: 0
calculated total energy: -40261.815 eV

Positions of all 42 atoms, in Å:
O (0.965, 0.218, 2.122)
N (0.638, 1.337, 2.148)
O (1.315, 2.097, 1.161)
C (0.456, 2.424, 0.026)
C (-1.017, 2.163, 0.372)
C (-1.698, 3.148, 1.008)
C (-3.078, 2.977, 1.413)
C (-3.746, 1.828, 1.152)
C (-3.055, 0.773, 0.488)
N (-3.484, -0.457, 0.152)
S (-2.270, -1.231, -0.549)
N (-1.078, -0.099, -0.539)
C (-1.673, 0.920, 0.078)
H (0.596, 3.494, -0.182)
H (0.781, 1.821, -0.834)
H (-1.166, 4.074, 1.245)
H (-3.555, 3.801, 1.946)
H (-4.789, 1.703, 1.444)
C (-4.075, -5.828, -3.887)
C (-3.564, -4.631, -3.123)
O (-4.162, -4.168, -2.166)
N (-2.396, -4.069, -3.536)
C (-1.544, -4.468, -4.640)
H (-5.009, -6.159, -3.440)
H (-4.264, -5.562, -4.928)
H (-3.356, -6.646, -3.836)
H (-2.118, -3.275, -2.980)
H (-0.552, -4.709, -4.252)
H (-1.453, -3.633, -5.337)
H (-1.942, -5.330, -5.164)
C (4.125, 2.312, 1.640)
C (5.455, 2.884, 2.065)
O (6.131, 3.580, 1.324)
N (5.893, 2.597, 3.322)
C (5.241, 1.796, 4.340)
H (3.911, 2.623, 0.623)
H (4.156, 1.222, 1.669)
H (3.333, 2.681, 2.288)
H (6.787, 3.011, 3.539)
H (5.076, 2.413, 5.225)
H (5.895, 0.964, 4.610)
H (4.290, 1.404, 3.994)

Mulliken population analysis, charges in e, atoms 1 to 5: number 1, O, carries -0.32; number 2, N, carries 0.32; number 3, O, carries -0.18; number 4, C, carries -0.68; number 5, C, carries 0.58

=====

This record from the OMol25 dataset describes a single C13H19N5O5 molecule in a non-equilibrium geometry. The level of theory is ωB97M-V/def2-TZVPD.

HOMO: -0.32653 Eh
SMILES: CNC(=O)[C@@H](CC(=O)O)NC(=O)[C@@H](Cc1cnc[nH]1)NC(C)=O
energy above the lowest of the compared OMol25 structures with the same formula, charge and spin: 47.5 kcal per mole
net charge: 0
calculated total energy: -31477.421 eV

Positions of all 42 atoms, in Å:
C (1.861, -0.495, -5.059)
N (1.361, -1.136, -3.844)
C (0.762, -0.543, -2.793)
O (0.351, 0.602, -2.926)
C (0.671, -1.254, -1.439)
C (1.892, -1.242, -0.646)
C (3.130, -1.724, -1.377)
O (3.259, -2.746, -2.118)
O (4.221, -1.147, -1.013)
N (-0.435, -0.686, -0.653)
C (-0.971, -1.272, 0.495)
O (-0.530, -2.280, 0.981)
C (-2.123, -0.450, 1.301)
C (-2.035, -0.469, 2.815)
C (-0.783, 0.338, 3.434)
C (-0.782, 1.304, 4.411)
N (0.462, 1.771, 4.718)
C (1.286, 1.063, 3.925)
N (0.559, 0.263, 3.056)
N (-2.163, 0.999, 0.971)
C (-2.998, 1.676, 0.163)
C (-2.787, 3.178, -0.128)
O (-3.867, 1.128, -0.448)
H (2.089, -1.372, -5.774)
H (0.980, 0.135, -5.338)
H (2.737, 0.038, -4.846)
H (1.592, -2.069, -3.589)
H (0.402, -2.285, -1.506)
H (1.860, -1.792, 0.352)
H (2.114, -0.168, -0.353)
H (4.928, -1.732, -1.327)
H (-0.812, 0.158, -0.937)
H (-3.082, -0.987, 1.098)
H (-1.847, -1.496, 3.133)
H (-2.984, -0.145, 3.176)
H (-1.674, 1.692, 4.905)
H (2.323, 1.239, 4.010)
H (0.884, -0.317, 2.383)
H (-1.457, 1.659, 1.371)
H (-2.761, 3.322, -1.295)
H (-1.947, 3.609, 0.321)
H (-3.685, 3.634, 0.389)

Mulliken population analysis, charges in e, atoms 1 to 5: number 1, C, carries -0.88; number 2, N, carries -0.19; number 3, C, carries 0.33; number 4, O, carries -0.68; number 5, C, carries 0.08

=====

This record from the OMol25 dataset describes a single C13H19NO molecule. The level of theory is ωB97M-V/def2-TZVPD.

HOMO: -0.33854 Eh
SMILES: CC(C)NC(=O)CCCc1ccccc1
energy above the lowest of the compared OMol25 structures with the same formula, charge and spin: 0.0 kcal per mole
net charge: 0
calculated total energy: -17327.954 eV

Positions of all 34 atoms, in Å:
C (3.242, 2.090, 1.096)
C (1.728, 1.994, 0.912)
C (1.248, 2.947, -0.182)
N (1.339, 0.622, 0.605)
C (1.740, -0.062, -0.490)
O (2.482, 0.392, -1.336)
C (1.171, -1.471, -0.588)
C (0.298, -1.599, -1.839)
C (-0.935, -0.688, -1.782)
C (-1.798, -0.969, -0.584)
C (-1.968, -0.018, 0.414)
C (-2.741, -0.290, 1.530)
C (-3.358, -1.522, 1.663)
C (-3.205, -2.474, 0.669)
C (-2.433, -2.198, -0.445)
H (3.522, 3.104, 1.369)
H (3.572, 1.411, 1.879)
H (3.737, 1.822, 0.167)
H (1.233, 2.249, 1.857)
H (0.166, 2.892, -0.291)
H (1.711, 2.677, -1.126)
H (1.520, 3.969, 0.067)
H (0.698, 0.171, 1.237)
H (0.596, -1.730, 0.302)
H (2.014, -2.160, -0.674)
H (0.898, -1.327, -2.708)
H (-0.016, -2.639, -1.949)
H (-0.606, 0.353, -1.764)
H (-1.519, -0.841, -2.693)
H (-1.498, 0.950, 0.311)
H (-2.864, 0.462, 2.296)
H (-3.960, -1.737, 2.533)
H (-3.691, -3.434, 0.762)
H (-2.324, -2.944, -1.219)

Mulliken population analysis, charges in e, atoms 1 to 5: number 1, C, carries -1.52; number 2, C, carries 0.30; number 3, C, carries -1.34; number 4, N, carries -0.15; number 5, C, carries 0.36

=====

Record-wise LUMO level values, in eV: -0.81, 0.25, 0.80